Record 1
# C37H58F6N5O7S2Tc

A molecular structure, C37H58F6N5O7S2Tc in a non-equilibrium geometry (ωB97M-V/def2-TZVPD, the Open Molecules 2025 dataset).

Properties
F_max   0.03993 hartree/bohr
Total charge   +1
Multiplicity   4

Last column: Mulliken spin population.
Element x y z (Å)
Tc: 0.077 0.190 0.061  2.52
C: 3.052 -0.370 1.129  0.03
N: 1.733 0.151 1.547  -0.05
C: 1.948 1.516 2.079  0.00
C: 1.167 -0.707 2.613  0.00
C: 0.643 -2.003 2.026  0.04
N: -0.304 -1.742 0.909  -0.09
C: -0.173 -2.835 -0.109  0.00
C: 1.180 -2.953 -0.749  0.05
C: 1.806 -4.183 -0.775  -0.02
C: 2.975 -4.392 -1.500  0.04
C: 3.464 -3.313 -2.231  -0.02
C: 2.892 -2.048 -2.230  0.01
C: 1.745 -1.843 -1.419  0.03
O: 1.230 -0.638 -1.231  0.21
C: 3.474 -0.922 -3.097  0.01
C: 3.959 0.242 -2.216  0.01
C: 4.658 -1.401 -3.941  0.00
C: 2.391 -0.401 -4.055  0.00
C: 3.644 -5.760 -1.485  0.00
C: 2.630 -6.827 -1.929  0.00
C: 4.854 -5.831 -2.419  0.00
C: 4.118 -6.063 -0.054  0.00
C: -1.704 -1.735 1.411  0.01
C: -2.773 -1.691 0.358  0.03
C: -3.755 -2.672 0.432  -0.01
C: -4.830 -2.702 -0.428  0.01
C: -4.956 -1.625 -1.299  -0.01
C: -4.011 -0.624 -1.445  -0.01
C: -2.804 -0.712 -0.656  0.03
O: -1.714 0.078 -0.876  0.19
C: -4.350 0.548 -2.384  0.00
C: -3.731 0.374 -3.808  0.00
C: -3.940 1.857 -1.685  0.01
C: -5.856 0.675 -2.649  0.00
C: -5.856 -3.827 -0.449  0.00
C: -7.235 -3.276 -0.055  0.00
C: -5.930 -4.412 -1.869  0.00
C: -5.498 -4.965 0.509  0.00
H: 3.729 -0.382 1.988  0.00
H: 3.466 0.278 0.362  -0.01
H: 2.974 -1.372 0.714  0.00
H: 2.668 1.494 2.901  0.00
H: 1.012 1.936 2.437  0.00
H: 2.338 2.151 1.286  0.00
H: 0.353 -0.161 3.090  -0.01
H: 1.924 -0.931 3.371  0.00
H: 0.159 -2.591 2.809  0.00
H: 1.469 -2.590 1.626  -0.01
H: -0.908 -2.647 -0.895  0.01
H: -0.429 -3.783 0.375  -0.01
H: 1.357 -5.009 -0.235  0.00
H: 4.349 -3.467 -2.826  0.00
H: 4.745 -0.092 -1.534  0.00
H: 3.132 0.669 -1.654  -0.01
H: 4.366 1.029 -2.853  0.00
H: 5.491 -1.732 -3.318  0.00
H: 5.012 -0.571 -4.551  0.00
H: 4.363 -2.208 -4.612  0.00
H: 1.598 0.099 -3.505  0.00
H: 1.944 -1.218 -4.620  0.00
H: 2.829 0.312 -4.754  0.00
H: 2.220 -6.576 -2.908  0.00
H: 1.802 -6.917 -1.227  0.00
H: 3.122 -7.798 -1.997  0.00
H: 4.568 -5.624 -3.451  0.00
H: 5.277 -6.835 -2.383  0.00
H: 5.634 -5.130 -2.115  0.00
H: 3.283 -6.083 0.647  0.00
H: 4.829 -5.305 0.280  0.00
H: 4.613 -7.034 -0.026  0.00
H: -1.801 -0.868 2.065  0.00
H: -1.872 -2.636 2.007  0.00
H: -3.661 -3.436 1.194  0.00
H: -5.840 -1.588 -1.918  0.00
H: -1.863 -0.092 -3.008  -0.02
H: -3.747 1.345 -4.309  0.00
H: -4.368 -0.296 -4.383  0.00
H: -2.968 1.796 -1.221  -0.01
H: -4.666 2.082 -0.902  0.00
H: -3.926 2.691 -2.388  0.00
H: -6.244 -0.130 -3.273  0.00
H: -6.040 1.612 -3.177  0.00
H: -6.422 0.696 -1.718  0.00
H: -7.573 -2.505 -0.748  0.00
H: -7.202 -2.844 0.947  0.00
H: -7.969 -4.083 -0.059  0.00
H: -6.191 -3.656 -2.609  0.00
H: -6.686 -5.198 -1.908  0.00
H: -4.970 -4.848 -2.148  0.00
H: -5.510 -4.634 1.549  0.00
H: -4.517 -5.384 0.275  0.00
H: -6.235 -5.761 0.405  0.00
F: 1.933 2.921 -2.721  0.00
C: 0.693 3.244 -3.080  0.00
F: 0.429 2.675 -4.261  0.00
F: 0.610 4.556 -3.213  0.00
S: -0.613 2.567 -1.848  0.01
O: 0.383 1.996 -0.802  0.02
O: -1.175 3.810 -1.299  0.01
N: -2.381 -0.175 -3.879  0.00
S: -2.026 -1.586 -4.574  0.00
O: -0.912 -2.134 -3.863  0.00
O: -2.021 -1.488 -5.992  0.00
C: -3.353 -2.870 -4.200  0.00
F: -4.619 -2.464 -4.294  0.00
F: -3.161 -3.870 -5.050  0.00
F: -3.152 -3.328 -2.959  0.00
N: -1.735 3.358 1.459  0.00
C: -1.653 2.204 2.103  0.01
N: -2.153 2.164 3.362  0.00
O: -1.111 1.155 1.659  -0.01
H: -2.203 4.141 1.881  0.00
H: -1.439 3.488 0.486  0.00
H: -2.670 2.933 3.748  0.00
H: -2.204 1.282 3.838  0.00

=====

Record 2
# C37H58LaN5O6S3Si3

A molecular structure, C37H58LaN5O6S3Si3 in a non-equilibrium geometry (ωB97M-V/def2-TZVPD, the Open Molecules 2025 dataset).

Properties
F_max   0.20341 hartree/bohr
Total charge   -2

Last column: Löwdin charge in e.
Element x y z (Å)
La: -0.816 1.181 0.426  1.64
C: -6.054 1.304 -0.610  -0.54
C: -5.123 2.516 -0.610  -0.52
S: -3.331 2.218 -0.426  0.82
C: -2.958 1.209 -1.899  -0.55
C: -3.185 -0.292 -1.716  -0.45
S: -2.761 -0.820 -0.031  0.87
C: -4.191 -1.871 0.406  -0.49
C: -5.616 -1.349 0.192  -0.55
S: -5.984 0.289 0.910  0.85
H: -5.895 0.702 -1.507  0.06
H: -7.085 1.670 -0.682  0.06
H: -5.414 3.191 0.204  0.06
H: -5.269 3.080 -1.538  0.07
H: -1.897 1.376 -2.117  -0.16
H: -3.511 1.584 -2.767  0.09
H: -2.550 -0.841 -2.420  0.07
H: -4.210 -0.554 -1.974  0.05
H: -4.067 -2.122 1.466  0.07
H: -4.078 -2.815 -0.140  0.07
H: -6.301 -2.053 0.681  0.06
H: -5.891 -1.379 -0.867  0.06
C: 0.150 -2.328 1.889  -0.04
C: -0.545 -1.364 2.795  -0.35
N: -0.888 -0.238 2.425  0.00
C: -1.534 0.433 3.547  -0.05
C: -1.521 -0.427 4.588  -0.08
N: -0.883 -1.618 4.140  0.16
C: -2.052 -0.241 5.968  -0.44
O: -1.950 -1.223 6.891  0.09
O: -2.589 0.803 6.293  0.12
C: -2.052 1.826 3.378  -0.47
O: -2.598 2.423 4.288  0.05
O: -1.914 2.486 2.130  -0.42
H: 0.296 -1.879 0.884  -0.06
H: -0.461 -3.249 1.791  0.12
H: 1.140 -2.588 2.317  0.08
H: -0.700 -2.483 4.667  0.15
H: -1.538 -2.077 6.708  0.10
C: 2.575 3.377 1.335  -0.23
Si: 2.799 1.689 0.561  0.33
C: 2.631 0.499 2.000  -0.23
C: 4.545 1.587 -0.102  -0.20
C: 1.470 1.491 -0.783  -0.50
Si: 1.793 -0.255 -1.775  0.60
C: 3.079 -0.027 -3.115  -0.18
C: 0.210 -0.873 -2.568  -0.26
C: 2.348 -1.685 -0.706  -0.18
Si: 1.156 2.888 -1.832  0.35
C: -0.019 2.533 -3.236  -0.18
C: 2.679 3.660 -2.595  -0.19
C: 0.237 4.106 -0.780  -0.38
C: 0.421 5.564 -0.935  -0.06
C: -0.284 6.412 -0.174  -0.09
C: -1.245 5.876 0.817  -0.08
C: -1.379 4.540 0.927  -0.06
N: -0.498 3.643 0.056  -0.05
H: 3.337 3.516 2.128  0.02
H: 1.566 3.450 1.788  -0.01
H: 2.706 4.172 0.574  0.01
H: 3.372 0.774 2.779  0.05
H: 2.815 -0.546 1.704  -0.03
H: 1.610 0.584 2.424  -0.02
H: 5.256 1.824 0.716  0.02
H: 4.690 2.307 -0.929  0.02
H: 4.751 0.560 -0.463  0.01
H: 2.727 0.728 -3.843  0.02
H: 3.226 -0.990 -3.645  0.02
H: 4.042 0.298 -2.678  0.02
H: -0.194 -0.161 -3.304  0.10
H: -0.547 -1.051 -1.777  0.00
H: 0.419 -1.829 -3.091  0.09
H: 3.341 -1.465 -0.268  0.12
H: 2.442 -2.593 -1.336  0.13
H: 1.598 -1.870 0.089  0.03
H: 0.464 1.862 -3.972  0.04
H: -0.264 3.488 -3.746  0.02
H: -0.953 2.083 -2.842  0.00
H: 3.203 2.929 -3.240  0.02
H: 3.364 4.011 -1.800  0.02
H: 2.376 4.530 -3.214  0.02
H: 1.126 5.951 -1.666  0.09
H: -0.155 7.484 -0.281  0.08
H: -1.820 6.551 1.442  0.08
H: -2.083 4.136 1.662  0.08
O: -0.924 0.698 -2.110  -0.74
C: 0.617 -5.475 -0.690  -0.04
N: 0.847 -4.137 -1.259  -0.04
N: 1.147 -3.135 -0.286  -0.05
C: 0.314 -2.030 -0.496  -0.51
O: 0.258 -0.947 0.065  -0.23
C: -0.526 -2.354 -1.668  -0.18
C: -0.159 -3.581 -2.060  -0.29
C: -0.751 -4.326 -3.209  -0.04
C: 2.371 -3.120 0.430  -0.31
C: 3.433 -3.968 0.080  -0.05
C: 4.633 -3.955 0.797  -0.10
C: 4.791 -3.091 1.877  -0.11
C: 3.752 -2.236 2.233  -0.06
C: 2.554 -2.247 1.512  -0.19
H: 1.440 -5.800 -0.049  0.07
H: 0.527 -6.216 -1.493  0.08
H: -0.303 -5.493 -0.095  0.09
H: -1.263 -1.690 -2.078  0.08
H: -1.455 -3.703 -3.770  0.09
H: -1.295 -5.210 -2.861  0.06
H: 0.034 -4.649 -3.900  0.07
H: 3.353 -4.626 -0.781  0.11
H: 5.447 -4.612 0.502  0.09
H: 5.723 -3.078 2.435  0.09
H: 3.869 -1.556 3.074  0.11
H: 1.760 -1.575 1.827  0.07
H: 0.695 1.874 1.983  -0.06

=====

Record 3
# C37H59N3O13S

6 unconnected molecules or ions with the total composition C37H59N3O13S in a non-equilibrium geometry (ωB97M-V/def2-TZVPD, the Open Molecules 2025 dataset).

Properties
F_max   0.07643 hartree/bohr
Total charge   0
SMILES   C#CC[C@@H](N=C=S)OC[C@](C)(N=C(C)C)O[C@@H](CNC)OCCC.O=C1CCCO1.O=C1CCCO1.O=C1CCCO1.O=C1CCCO1.O=C1CCCO1

Last column: Löwdin charge in e.
Element x y z (Å)
C: 2.671 -1.890 2.460  0.07
C: 1.735 -1.975 1.673  -0.11
C: 0.267 -2.048 1.095  -0.09
C: -0.559 -3.289 1.649  -0.35
N: -0.094 -3.708 3.035  0.10
C: -0.468 -2.878 3.891  -0.70
S: -0.414 -1.655 4.975  0.67
O: -1.969 -3.125 1.566  -0.13
C: -2.684 -4.361 1.762  -0.10
C: -4.022 -4.205 2.639  -0.42
C: -3.946 -3.036 3.719  -0.01
N: -4.109 -5.495 3.411  0.07
C: -5.333 -5.841 3.670  -0.29
C: -6.140 -6.913 2.795  -0.04
C: -6.161 -5.283 4.928  -0.04
O: -5.159 -4.113 1.754  -0.08
C: -5.286 -2.826 1.147  -0.31
C: -5.852 -3.051 -0.345  -0.14
N: -5.433 -1.959 -1.273  -0.12
C: -6.517 -0.930 -1.362  -0.14
O: -6.183 -1.925 1.816  -0.13
C: -7.353 -2.588 2.340  -0.19
C: -8.580 -1.556 2.154  -0.20
C: -9.156 -0.999 3.538  -0.12
H: 3.553 -1.695 3.121  0.05
H: 0.402 -2.194 -0.022  0.10
H: -0.228 -1.047 1.250  0.13
H: -0.291 -4.173 0.980  0.15
H: -3.039 -4.703 0.733  0.14
H: -2.025 -5.208 2.143  0.13
H: -4.979 -2.622 3.972  0.08
H: -3.541 -3.484 4.682  0.10
H: -3.320 -2.146 3.424  0.08
H: -5.778 -6.961 1.731  0.08
H: -6.168 -7.923 3.314  0.09
H: -7.220 -6.539 2.768  0.08
H: -5.823 -5.839 5.864  0.09
H: -7.266 -5.521 4.804  0.07
H: -6.076 -4.167 5.046  0.06
H: -4.309 -2.272 1.010  0.17
H: -5.511 -4.041 -0.786  0.13
H: -6.989 -3.097 -0.307  0.11
H: -5.338 -2.388 -2.205  0.09
H: -7.544 -1.403 -1.520  0.08
H: -6.345 -0.249 -2.257  0.08
H: -6.504 -0.338 -0.392  0.08
H: -7.648 -3.523 1.783  0.12
H: -7.194 -2.729 3.449  0.10
H: -9.455 -2.087 1.646  0.10
H: -8.269 -0.736 1.431  0.10
H: -8.782 -1.606 4.413  0.06
H: -8.829 0.073 3.703  0.07
H: -10.289 -1.106 3.522  0.07
O: -0.077 1.641 -0.361  0.11
C: 0.475 1.070 -1.264  -0.47
C: 1.277 1.719 -2.363  -0.09
C: 1.380 0.602 -3.384  -0.15
C: 1.328 -0.636 -2.516  -0.15
O: 0.493 -0.283 -1.403  0.00
H: 2.256 2.003 -1.970  0.12
H: 0.759 2.584 -2.766  0.12
H: 2.276 0.656 -4.004  0.11
H: 0.510 0.629 -4.047  0.13
H: 2.312 -0.920 -2.137  0.11
H: 0.895 -1.486 -3.045  0.13
O: 6.341 2.846 -0.265  0.10
C: 5.281 3.297 0.085  -0.48
C: 5.003 3.991 1.393  -0.08
C: 3.486 3.975 1.447  -0.15
C: 3.110 3.994 -0.017  -0.15
O: 4.162 3.282 -0.687  0.01
H: 5.398 5.010 1.347  0.09
H: 5.441 3.445 2.228  0.13
H: 3.058 4.803 2.013  0.12
H: 3.145 3.042 1.906  0.12
H: 3.064 5.009 -0.421  0.13
H: 2.156 3.498 -0.199  0.11
O: 1.437 5.528 -3.309  0.13
C: 1.988 4.960 -4.210  -0.47
C: 2.791 5.613 -5.307  -0.08
C: 2.896 4.499 -6.331  -0.16
C: 2.841 3.257 -5.468  -0.16
O: 2.006 3.607 -4.355  -0.01
H: 3.769 5.895 -4.912  0.13
H: 2.273 6.482 -5.708  0.13
H: 3.792 4.554 -6.951  0.12
H: 2.026 4.528 -6.994  0.12
H: 3.826 2.972 -5.088  0.13
H: 2.408 2.409 -5.999  0.13
O: 5.895 6.935 1.558  0.11
C: 6.459 7.631 0.758  -0.46
C: 6.736 7.274 -0.681  -0.08
C: 7.779 8.304 -1.069  -0.16
C: 7.430 9.472 -0.173  -0.16
O: 6.905 8.885 1.026  0.04
H: 5.816 7.389 -1.259  0.14
H: 7.120 6.259 -0.767  0.13
H: 7.774 8.558 -2.129  0.12
H: 8.776 7.929 -0.818  0.12
H: 6.662 10.117 -0.610  0.13
H: 8.304 10.078 0.069  0.13
O: 3.670 -3.278 -3.756  0.11
C: 4.387 -3.269 -2.792  -0.48
C: 5.692 -4.013 -2.653  -0.08
C: 5.931 -3.959 -1.156  -0.16
C: 5.243 -2.669 -0.764  -0.15
O: 4.141 -2.538 -1.673  0.01
H: 6.466 -3.479 -3.209  0.13
H: 5.599 -5.037 -3.009  0.13
H: 6.985 -3.986 -0.878  0.12
H: 5.433 -4.805 -0.674  0.12
H: 5.895 -1.798 -0.878  0.13
H: 4.871 -2.699 0.261  0.11

=====

Record 4
# C37H59N5O2SSi3TeTi

A molecular structure, C37H59N5O2SSi3TeTi (ωB97M-V/def2-TZVPD, the Open Molecules 2025 dataset).

Properties
F_max   0.01922 hartree/bohr
Total charge   -1
Multiplicity   2

Last column: Mulliken spin population.
Element x y z (Å)
Ti: 0.019 -0.358 -0.623  0.07
N: 0.881 -0.922 3.835  0.01
C: 0.487 -0.961 2.502  0.04
S: 1.590 -0.309 1.340  0.01
N: -0.672 -1.474 2.249  -0.02
N: -0.983 -1.402 0.900  0.22
C: -1.832 -2.333 0.482  0.17
C: -2.007 -2.495 -0.899  0.15
C: -2.710 -3.587 -1.471  -0.02
C: -2.679 -3.770 -2.823  0.07
C: -1.945 -2.865 -3.632  0.11
C: -1.301 -1.822 -3.020  -0.02
N: -1.341 -1.612 -1.694  0.13
H: 1.878 -0.918 3.974  0.00
H: 0.379 -1.580 4.413  0.00
H: -2.268 -3.030 1.188  0.02
H: -3.236 -4.267 -0.815  0.00
H: -3.198 -4.603 -3.280  0.01
H: -1.893 -2.979 -4.705  0.01
H: -0.729 -1.089 -3.579  0.01
C: -0.432 2.041 2.235  -0.01
O: -0.590 1.616 0.894  0.01
Si: -1.928 2.066 -0.022  0.00
C: -3.408 1.258 0.823  -0.02
C: -2.170 3.933 0.200  0.00
C: -1.430 1.411 -1.641  0.00
Si: -2.987 1.172 -2.657  -0.01
C: -4.181 2.648 -2.485  0.00
C: -4.092 -0.310 -2.247  0.01
C: -2.766 1.052 -4.536  0.01
Si: -0.230 2.546 -2.522  0.01
C: 0.622 1.808 -4.043  0.00
C: 1.116 3.225 -1.380  0.00
C: -1.018 4.132 -3.230  0.00
H: -0.607 3.119 2.315  0.00
H: 0.585 1.821 2.553  0.00
H: -1.125 1.513 2.896  0.00
H: -3.448 1.636 1.850  0.00
H: -3.307 0.173 0.869  0.02
H: -4.363 1.498 0.352  0.00
H: -2.761 4.152 1.094  0.00
H: -2.694 4.362 -0.654  0.00
H: -1.212 4.452 0.293  0.00
H: -4.495 2.842 -1.458  0.00
H: -5.085 2.431 -3.062  0.00
H: -3.752 3.575 -2.871  0.00
H: -4.301 -0.422 -1.183  0.00
H: -3.712 -1.260 -2.617  -0.01
H: -5.046 -0.124 -2.754  0.00
H: -2.248 1.907 -4.970  0.00
H: -3.775 1.028 -4.962  0.00
H: -2.254 0.145 -4.858  -0.01
H: 1.363 1.069 -3.746  0.00
H: 1.134 2.626 -4.560  0.00
H: -0.071 1.356 -4.753  0.00
H: 1.450 2.515 -0.624  0.00
H: 0.765 4.123 -0.863  0.00
H: 1.979 3.509 -1.991  0.00
H: -1.709 3.944 -4.054  0.00
H: -0.200 4.744 -3.625  0.00
H: -1.543 4.729 -2.483  0.00
C: 2.574 -2.000 -2.824  0.00
C: 1.750 -1.325 -1.761  0.00
O: 1.110 -2.099 -0.944  0.00
N: 1.551 -0.037 -1.648  0.01
Te: 4.354 1.617 -0.551  0.00
C: 4.823 3.608 -0.009  0.00
C: 5.879 4.286 -0.634  0.00
C: 6.733 3.651 -1.695  0.00
C: 6.168 5.593 -0.253  0.00
C: 5.428 6.254 0.715  0.00
C: 5.746 7.670 1.111  0.00
C: 4.376 5.574 1.307  0.00
C: 4.057 4.260 0.971  0.00
C: 2.892 3.634 1.690  0.00
C: 6.260 0.789 -0.135  0.00
C: 6.841 0.960 1.128  0.00
C: 6.154 1.715 2.231  0.00
C: 8.096 0.408 1.377  0.00
C: 8.776 -0.325 0.420  0.00
C: 10.130 -0.916 0.703  0.00
C: 8.170 -0.510 -0.815  0.00
C: 6.925 0.032 -1.113  0.00
C: 6.336 -0.258 -2.466  0.00
H: 3.204 -2.761 -2.363  0.00
H: 3.186 -1.279 -3.364  0.00
H: 1.909 -2.511 -3.523  0.00
H: 6.124 3.126 -2.433  0.00
H: 7.416 2.912 -1.269  0.00
H: 7.328 4.408 -2.206  0.00
H: 6.991 6.109 -0.737  0.00
H: 6.584 8.064 0.534  0.00
H: 6.008 7.736 2.169  0.00
H: 4.890 8.327 0.949  0.00
H: 3.779 6.072 2.066  0.00
H: 1.953 4.056 1.325  0.00
H: 2.954 3.845 2.760  0.00
H: 2.828 2.554 1.559  0.00
H: 5.107 1.418 2.315  0.00
H: 6.163 2.791 2.046  0.00
H: 6.652 1.529 3.184  0.00
H: 8.543 0.549 2.356  0.00
H: 10.459 -0.685 1.716  0.00
H: 10.880 -0.527 0.010  0.00
H: 10.120 -2.002 0.593  0.00
H: 8.682 -1.092 -1.575  0.00
H: 7.121 -0.534 -3.171  0.00
H: 5.786 0.594 -2.866  0.00
H: 5.625 -1.087 -2.415  0.00

=====

How do the records compare in E_tot? In the order shown, they have -3721.41794 -4263.45075 -2985.57538 -4253.97585 Eh.